Below is a cluster of 2 separate species, C12H13NO2 in total at a distorted geometry, with properties calculated with the ωB97M-V functional and the def2-TZVPD basis.

XYZ file:
```
28
Properties=species:S:1:pos:R:3:forces:R:3:nbo_charge:R:1
C -0.34112 -1.30210 1.52053 0.67 0.41 -1.06 0.295
C -2.41899 2.30085 -1.20697 0.26 -0.02 1.32 -0.258
C -2.84125 1.56338 -0.11050 1.51 -2.06 1.45 -0.191
C -1.24963 1.97705 -1.91528 -0.41 -1.36 1.21 -0.181
C -2.05860 0.50741 0.40086 2.19 0.08 -3.58 -0.227
C -0.38465 0.96729 -1.40819 -3.62 1.26 0.74 -0.238
C -0.77463 0.23797 -0.25279 -1.58 2.54 -0.56 -0.024
C 2.30497 -2.41352 -2.15048 -0.89 -0.03 -1.13 -0.390
C 1.23352 -1.97691 -1.47585 1.92 0.05 0.21 -0.179
C 1.37184 -1.20806 -0.16464 3.05 -1.29 1.22 -0.455
C 1.04879 0.92943 1.99589 -3.16 -1.34 -0.82 0.584
C 0.17646 -0.54450 0.43187 0.92 -0.53 1.68 -0.316
N -0.61016 -1.79996 2.52340 -0.37 -0.24 1.16 -0.444
O 1.93829 0.13479 2.54645 -0.10 0.12 0.95 -0.642
O -0.13264 1.23489 2.61806 1.43 -2.80 -0.09 -0.679
H -2.94736 3.22661 -1.16767 -0.30 0.70 -1.57 0.219
H -3.69023 1.78025 0.51037 -0.59 0.52 -0.37 0.214
H -1.09762 2.38154 -2.89464 0.49 0.61 -0.15 0.214
H -2.30403 -0.32977 1.00574 -1.02 0.19 1.18 0.217
H 0.47186 0.80301 -1.95761 1.90 -0.74 -0.79 0.214
H 2.40949 -2.96526 -3.13457 -0.85 0.57 1.46 0.212
H 3.23124 -2.09815 -1.76987 1.38 0.30 0.43 0.177
H 0.26411 -2.23626 -1.76391 -1.52 -0.27 -0.50 0.202
H 2.39624 -0.65146 -0.06576 -1.91 -0.09 -0.85 0.223
H 1.68218 -1.96643 0.63189 -0.61 0.43 -1.04 0.243
H 1.36427 1.60151 1.23646 0.48 0.57 -0.26 0.195
H 1.47474 -0.41796 3.21464 0.38 0.10 -0.28 0.508
H -0.51711 0.26436 2.80257 0.36 2.33 0.07 0.507
```
Forces are in eV/Å.

The HOMO energy (spin up / spin down) comes out at -7.58 / -7.58 eV. Its gap between HOMO and LUMO (spin up / spin down) is 0.286 / 0.286 Eh. The value obtained for the total energy is -18235.37400 eV.



Below is a structure of composition C12H13NO2 at a distorted geometry, with properties calculated with the ωB97M-V functional and the def2-TZVPD basis.

XYZ file:
```
28
Properties=species:S:1:pos:R:3:forces:R:3:nbo_charge:R:1
C 4.54348 0.56956 0.44959 0.01 0.07 0.05 -0.216
C 3.40837 0.82068 1.21072 0.16 0.02 -0.08 -0.204
C 4.52674 -0.42502 -0.51928 -0.01 0.13 0.15 -0.199
C 2.25142 0.09955 1.00298 -0.13 -0.36 -0.30 -0.243
C 3.38025 -1.15393 -0.74035 -0.47 -0.13 -0.05 -0.235
C 2.22070 -0.88455 0.00768 1.31 0.78 0.23 0.140
C -0.66203 -0.83752 0.18188 5.25 -0.86 -0.96 0.260
C -1.66215 -1.78312 0.32860 -1.91 -0.44 0.22 0.344
C -0.70940 0.61231 -0.02917 -0.32 0.30 -0.22 -0.534
C -3.07610 -1.17977 0.13495 0.13 -0.23 0.07 -0.477
C -2.07074 0.96704 -0.64812 -0.04 0.08 0.28 -0.380
C -3.15987 0.33822 0.20922 -0.08 -0.02 -0.27 -0.405
N 1.09459 -1.62475 -0.22829 -4.65 0.97 1.00 0.072
O -1.55345 -2.97707 0.57970 0.44 0.06 -0.04 -0.471
O 1.08407 -2.67790 -0.85111 0.12 -0.38 -0.32 -0.335
H 5.44140 1.14214 0.61958 0.10 0.06 0.03 0.215
H 3.43314 1.57706 1.97964 0.00 0.08 0.09 0.216
H 5.41155 -0.62933 -1.10348 0.07 -0.02 -0.04 0.218
H 1.38170 0.25014 1.62029 -0.11 0.06 0.10 0.218
H 3.33553 -1.93262 -1.48745 0.02 -0.02 -0.01 0.237
H -0.62180 1.15291 0.92226 0.08 -0.06 -0.03 0.229
H 0.10602 0.94849 -0.67272 0.08 -0.09 0.11 0.250
H -3.38922 -1.51790 -0.85703 -0.08 -0.04 0.01 0.224
H -3.73103 -1.65166 0.86823 0.04 -0.07 -0.06 0.236
H -2.17756 2.05194 -0.68924 0.03 -0.01 -0.06 0.218
H -2.12749 0.57552 -1.66462 0.01 0.03 -0.08 0.205
H -4.14587 0.65851 -0.13363 0.00 0.03 0.10 0.219
H -3.04051 0.66970 1.24259 -0.05 0.06 0.07 0.198
```
Forces are in eV/Å.

The HOMO energy (spin up / spin down) comes out at -7.48 / -9.03 eV. Its gap between HOMO and LUMO (spin up / spin down) is 0.217 / 0.328 Eh. The value obtained for the total energy is -18234.86060 eV.



Below is a structure of composition C12H13NS at a distorted geometry, with properties calculated with the ωB97M-V functional and the def2-TZVPD basis.

XYZ file:
```
27
Properties=species:S:1:pos:R:3:forces:R:3:nbo_charge:R:1
C 1.53773 -1.30594 -0.12767 -1.82 -1.08 0.89 0.106
C 1.69869 -0.75284 1.30094 -1.22 -3.17 1.43 -0.477
C 2.29356 0.65680 1.30242 1.35 1.52 -0.14 -0.421
C 1.58307 1.91760 0.55146 -1.67 -0.97 3.02 -0.494
C 1.57527 1.67336 -0.89810 3.09 -1.05 -4.19 -0.106
C 1.94002 1.24743 -2.02750 0.54 1.03 0.99 -0.222
C -0.95232 -0.90981 -0.25826 -1.03 2.06 -2.46 0.123
C -1.13296 0.45184 -0.66418 -4.13 -0.69 1.72 -0.197
C -2.58300 0.86324 -0.62025 4.57 1.86 -1.19 -0.211
C -3.62278 0.14100 -0.26697 -3.87 -0.84 -1.29 -0.192
C -3.35277 -1.15226 0.06522 -0.40 0.34 1.38 -0.216
C -2.11437 -1.68208 0.05963 1.66 0.73 0.30 -0.223
H 0.48516 -0.87685 1.97780 3.93 0.67 -2.05 0.222
H 2.58532 -1.69835 1.82863 -3.00 3.44 -1.35 0.286
H 3.41801 0.75206 0.94354 -2.27 -0.87 0.76 0.235
H 2.24497 0.92629 2.35477 0.42 0.33 0.13 0.214
H 2.22216 2.84409 1.04798 -2.05 -2.01 -1.98 0.267
H 0.39597 1.86696 0.95360 3.21 0.74 -0.89 0.234
H 2.48641 0.92603 -3.09980 -2.23 1.06 3.70 0.301
H 0.35728 -1.77130 -1.69679 -0.45 0.25 1.87 0.420
H -0.38709 1.24743 -0.89718 -0.88 -1.48 -0.15 0.257
H -2.82824 1.81208 -0.98261 0.22 1.73 -0.50 0.203
H -4.79818 0.36445 -0.45757 3.18 0.22 0.77 0.221
H -4.15423 -1.48826 0.63968 -1.16 -2.23 0.38 0.211
H -2.04953 -2.64995 0.46276 0.67 -1.29 0.16 0.223
N 0.26020 -1.53012 -0.66652 2.93 -0.19 -0.38 -0.630
S 2.89164 -1.87292 -0.82504 0.42 -0.10 -0.94 -0.133
```
Forces are in eV/Å.

The HOMO energy comes out at -8.20 eV. Its gap between HOMO and LUMO is 0.316 Eh. The value obtained for the total energy is -24972.41520 eV.